Record 1
# C8H16N2O4

A structure of composition C8H16N2O4 at a distorted geometry (wB97M-V/def2-TZVPD, OMol25).

The energy comes out at -724.689948 Eh. The energy relative to the best compared isomer or geometry (same formula, charge and spin) is 160.54 kcal/mol. The charge is 0.

Geometry as XYZ:
```
30
Properties=species:S:1:pos:R:3:lowdin_charge:R:1
C -1.39730 0.78904 0.58394 -0.458
C -0.21774 0.13597 0.99211 -0.475
C -2.38368 -0.29079 0.18374 -0.434
C -1.86451 -1.17175 -0.99766 -0.098
C -3.66128 0.50605 -0.21243 -0.088
C 2.19186 -0.02776 0.80887 -0.288
C 3.21421 0.87362 0.10942 -0.471
C 2.34888 -1.36610 0.21793 -0.086
H -0.38769 2.41570 -0.23233 0.180
H -1.17890 1.17875 -1.37204 0.112
H -1.94929 1.14451 1.53590 0.190
H -2.43680 -1.03105 0.87091 0.086
H -2.90575 -1.75840 -1.43678 0.132
H -1.04307 -0.57475 -1.93608 0.154
H -1.10898 -2.07628 -0.42804 0.127
H -3.87921 1.38270 0.52129 0.103
H -4.48891 -0.26456 -0.07369 0.086
H -3.56035 0.91827 -1.29616 0.103
H 1.01410 1.30483 -0.17599 0.062
H 2.20871 0.05932 1.79801 0.113
H 2.93816 -2.07182 1.25517 0.215
H 1.15284 -1.76606 0.12809 0.159
H 2.47296 -0.97488 -1.82934 0.104
H 4.79296 -0.30541 0.47394 0.123
N -1.31883 1.73155 -0.41544 0.031
N 0.95510 0.46361 0.28437 0.094
O -0.14061 -0.54139 2.00311 0.088
O 3.00067 1.94959 -0.48056 0.090
O 3.16496 -1.20016 -1.15298 -0.101
O 4.46750 0.56765 0.27273 0.147
```

***

Record 2
# C8H16N3O

The ion C8H16N3O with charge +1 at a distorted geometry (wB97M-V/def2-TZVPD, OMol25).

The energy comes out at -553.607077 Eh. The energy relative to the best compared isomer or geometry (same formula, charge and spin) is 49.84 kcal/mol. The charge is +1. Its SMILES is CC(C)/C=[NH+]/CC1=C(O)NCN1.

Geometry as XYZ:
```
28
Properties=species:S:1:pos:R:3:lowdin_charge:R:1
C -1.79126 0.71682 -1.51628 -0.077
C -2.26476 -0.09206 -0.36666 -0.394
C -3.44750 -1.12720 -0.47489 -0.005
C -1.18445 -0.87849 0.26037 -0.015
N -0.02918 -1.06574 -0.25854 0.093
C 1.10092 -1.67957 0.41948 -0.091
C 2.20391 -0.66074 0.59680 -0.177
C 3.04842 -0.15875 -0.31895 -0.402
O 3.46686 -0.64503 -1.43720 0.150
N 3.74894 0.90172 0.25651 0.089
C 3.10387 1.31576 1.50389 -0.191
N 2.11700 0.27744 1.77145 0.007
H -2.75712 1.12243 -1.79681 0.090
H -1.50865 0.08256 -2.36970 0.090
H -0.97832 1.55473 -1.35065 0.145
H -2.68611 0.59537 0.42555 0.174
H -4.46432 -0.59207 -0.63083 0.139
H -3.38220 -1.63520 0.42276 0.053
H -3.26800 -1.63067 -1.33030 0.046
H -1.30771 -1.42314 1.22752 0.176
H 0.20607 -0.60324 -1.23508 0.221
H 1.52289 -2.37914 -0.32571 0.137
H 0.85729 -2.18541 1.29239 0.111
H 3.42972 -1.60382 -1.37776 0.135
H 4.38155 1.45576 -0.28662 0.143
H 3.80116 1.47562 2.32454 0.121
H 2.42493 2.21325 1.44886 0.123
H 2.23048 -0.18610 2.66434 0.110
```

***

Record 3
# C8H16N3O3

A cluster of 2 separate species, C8H16N3O3 in total at a distorted geometry (wB97M-V/def2-TZVPD, OMol25).

The energy comes out at -704.014772 Eh. The energy relative to the best compared isomer or geometry (same formula, charge and spin) is 73.31 kcal/mol. The charge is +1.

Geometry as XYZ:
```
30
Properties=species:S:1:pos:R:3:lowdin_charge:R:1
C 0.38500 2.96451 -3.06369 -0.033
C -0.02458 3.80823 -1.99193 -0.006
C 0.01024 1.66424 -2.84940 -0.290
C -0.73636 2.98675 -1.02823 -0.207
C -0.64237 -2.09383 -1.77296 -0.062
C 1.40188 0.41716 1.78600 -0.052
C -0.39557 -1.08862 2.47096 0.009
C 0.38459 -0.90066 0.16196 -0.102
N -0.80280 1.66169 -1.63701 0.003
N -0.36951 -1.90865 -0.36768 -0.007
N 0.43402 -0.56820 1.41309 -0.189
O 0.13438 0.42241 -3.38290 0.036
O -1.27017 2.93213 0.24433 0.070
O -1.14650 0.55127 -0.86690 0.040
H 0.81790 3.40368 -3.91456 0.101
H 0.04531 4.81949 -1.79646 0.076
H -1.77996 -2.08081 -1.88692 0.134
H -0.08191 -1.36834 -2.38431 0.083
H -0.33792 -3.06118 -2.07741 0.083
H 2.46761 0.06943 2.13006 0.136
H 1.65340 0.95155 0.79898 0.112
H 0.97893 1.21286 2.54812 0.143
H 0.26466 -0.94183 3.43137 0.147
H -1.23910 -0.39927 2.61446 0.119
H -0.61658 -2.08645 2.30704 0.059
H 1.07262 -0.41615 -0.48349 0.152
H -0.88205 -2.58237 0.31283 0.194
H -1.48107 -0.14703 -1.29630 0.008
H -0.41592 0.33956 -4.17794 0.137
H -1.17429 3.72427 0.75694 0.107
```

***

Record 4
# C8H16N3O3S

A cluster of 4 separate species, C8H16N3O3S in total (wB97M-V/def2-TZVPD, OMol25).

The energy comes out at -1102.268311 Eh. The energy relative to the best compared isomer or geometry (same formula, charge and spin) is 46.40 kcal/mol. The charge is +1.

Geometry as XYZ:
```
31
Properties=species:S:1:pos:R:3:lowdin_charge:R:1
S 2.33998 0.16913 1.68496 0.950
C 1.54736 0.40589 0.39406 -0.704
N 0.89492 0.62566 -0.62817 0.125
C -0.43609 0.23100 -0.66961 -0.231
C -1.50876 1.10060 -0.49756 0.072
C -2.75800 0.54510 -0.54123 0.049
C -2.90230 -0.84035 -0.75872 -0.055
N -1.88333 -1.63440 -0.95098 0.142
N -0.69180 -1.05659 -0.89452 0.122
H -1.36618 2.16073 -0.33353 0.109
H -3.63850 1.15359 -0.38807 0.135
H -3.88202 -1.30333 -0.77627 0.111
H 0.09688 -1.67920 -1.03988 0.193
C 6.42822 -0.00516 2.99311 -0.149
O 5.86146 -0.19211 1.69778 -0.141
H 7.50164 0.09156 2.85952 0.082
H 6.05107 0.90450 3.46740 0.076
H 6.23124 -0.86166 3.64205 0.078
H 4.91032 -0.28017 1.79096 -0.025
C -4.27641 -4.35037 -1.89176 -0.143
O -4.72833 -3.43590 -0.89047 -0.149
H -4.15304 -3.78715 -2.81324 0.078
H -3.31829 -4.79639 -1.61652 0.076
H -5.00792 -5.14195 -2.05865 0.081
H -4.84610 -3.93118 -0.07478 0.082
C 0.95429 4.20686 -0.48732 -0.131
O -0.45995 4.12536 -0.27730 -0.144
H 1.29120 3.23708 -0.84512 0.056
H 1.19435 4.95918 -1.23943 0.086
H 1.47598 4.44689 0.44106 0.084
H -0.75081 4.99004 0.02728 0.086
```

***

Record 5
# C8H16N5O2

The ion C8H16N5O2 with charge +1 at a distorted geometry (wB97M-V/def2-TZVPD, OMol25).

The energy comes out at -738.258065 Eh. The energy relative to the best compared isomer or geometry (same formula, charge and spin) is 19.83 kcal/mol. The charge is +1. Its SMILES is [H]/N=C(/C)CN(C(N)=[NH2+])N(C(C)=O)C(C)=O.

Geometry as XYZ:
```
31
Properties=species:S:1:pos:R:3:lowdin_charge:R:1
H 2.94314 -0.72186 1.67849 0.043
N 2.52196 -1.66532 1.71305 0.117
C 1.55435 -1.78116 0.81842 -0.340
C 0.75900 -3.16419 0.64112 -0.032
C 1.17420 -0.52191 -0.15037 -0.076
N -0.21474 -0.01495 0.07189 0.015
C -0.37983 0.73888 1.30297 -0.190
N 0.41668 0.61018 2.52607 0.144
N -1.42346 1.62915 1.34367 0.154
N -0.72324 0.74748 -0.97157 -0.018
C 0.28109 1.57382 -1.67670 -0.327
C 0.70631 3.02904 -1.09225 0.015
O 0.87302 1.24594 -2.74250 0.102
C -1.64360 0.01768 -1.86135 -0.328
C -2.51827 -1.17996 -1.19552 0.011
O -1.86132 0.25297 -3.06617 0.093
H -0.04241 -2.99111 -0.14933 0.058
H 0.35156 -3.43659 1.67507 0.097
H 1.53718 -3.94212 0.28783 0.111
H 1.35975 -0.92689 -1.21880 0.167
H 2.00260 0.25778 0.06248 0.143
H 0.28550 -0.37701 2.83917 0.121
H 1.41411 0.82541 2.37950 0.105
H -2.29296 1.37746 1.84684 0.153
H -1.41669 2.54147 0.87455 0.122
H 0.34138 3.87908 -1.76837 0.115
H 0.44208 3.16361 0.00921 0.062
H 1.85771 3.04855 -1.16353 0.107
H -1.88836 -1.90304 -0.58047 0.055
H -3.18673 -1.66967 -1.97686 0.107
H -3.23002 -0.64272 -0.45655 0.096
```

***

Record 6
# C8H16N6

A cluster of 2 separate species, C8H16N6 in total at a distorted geometry (wB97M-V/def2-TZVPD, OMol25).

The energy comes out at -642.770384 Eh. The energy relative to the best compared isomer or geometry (same formula, charge and spin) is 104.22 kcal/mol. The charge is 0.

Geometry as XYZ:
```
30
Properties=species:S:1:pos:R:3:lowdin_charge:R:1
C 1.85999 -0.42940 -0.04203 -0.292
C -1.45054 0.24286 -1.10434 -0.131
C -1.09270 0.68917 1.33516 -0.125
C -0.42944 1.27308 -1.49317 -0.145
C -1.17659 2.08526 0.78768 -0.221
C -0.12708 -2.19961 -0.91667 -0.073
C -0.12805 -2.12807 1.64634 -0.003
C -0.34546 -1.31063 0.28261 -0.327
N 3.74382 -0.15542 -0.95856 -0.092
N 2.68018 -0.98300 -0.84977 -0.045
N 2.40973 0.72635 0.45066 -0.019
N 3.61714 0.83107 -0.17205 -0.068
N -1.09819 -0.25120 0.20037 -0.106
N -0.19617 2.25144 -0.30412 -0.051
H -2.41852 0.73352 -0.95774 0.128
H -1.50683 -0.51597 -1.84403 0.106
H -0.24527 0.58785 1.99701 0.113
H -2.09308 0.42437 1.81876 0.153
H 0.61270 0.91957 -1.68853 0.110
H -0.59740 1.88094 -2.28335 0.070
H -2.20772 2.19254 0.34466 0.121
H -0.95300 2.79392 1.48164 0.084
H -1.11980 -2.53472 -1.22520 0.090
H 0.32536 -1.65171 -1.79227 0.094
H 0.48039 -3.04036 -0.55318 0.091
H -0.66850 -1.62879 2.46996 0.072
H 1.00707 -2.25697 1.69247 0.105
H -0.51634 -3.09525 1.33841 0.065
H 2.02600 1.38473 1.20393 0.154
H -0.39167 3.16442 -0.86463 0.140
```